A molecular structure, C26H29IN2O4P2Pd. Source: OMol25; level of theory: the ωB97M-V functional and the def2-TZVPD basis.

Summary:
Energy above the lowest of the compared OMol25 structures with the same formula, charge and spin (kJ/mol): 88.1
Highest occupied orbital energy (alpha / beta) (eV): 1.687 / 1.651
Charge: -2
Spin multiplicity: 1
Max |F| (eV/A): 0.739
Kohn-Sham gap (alpha / beta) (eV): 2.9 / 3.0
E (a.u.): -2526.9636

Each line ends with the natural charge from an NBO analysis.
Geometry (Å):
Pd1 0.86 -0.17 0.61  0.109
O1 -1.50 0.28 2.26  -0.734
C1 -1.06 -0.45 1.36  0.231
C2 -1.82 -1.42 0.59  -0.095
C3 -2.67 -2.39 1.18  -0.303
C4 -3.17 -3.42 0.40  -0.210
C5 -2.91 -3.49 -0.97  -0.336
C6 -2.13 -2.48 -1.57  -0.214
C7 -1.56 -1.50 -0.79  -0.359
P1 -0.55 -0.09 -1.38  0.903
C8 -1.85 0.99 -2.03  -0.358
C9 -1.53 2.03 -2.93  -0.180
C10 -2.49 2.88 -3.42  -0.246
C11 -3.81 2.80 -2.99  -0.288
C12 -4.12 1.85 -2.01  -0.208
C13 -3.17 0.98 -1.53  -0.227
C14 0.16 -0.85 -2.88  -0.227
C15 0.98 -1.95 -2.60  -0.211
C16 1.56 -2.69 -3.61  -0.218
C17 1.33 -2.36 -4.94  -0.250
C18 0.51 -1.27 -5.23  -0.232
C19 -0.07 -0.53 -4.22  -0.257
H1 -2.90 -2.32 2.23  0.198
H2 -3.80 -4.18 0.86  0.180
H3 -3.32 -4.30 -1.56  0.183
H4 -1.97 -2.50 -2.64  0.204
H5 -0.49 2.15 -3.23  0.201
H6 -2.22 3.65 -4.14  0.188
H7 -4.57 3.47 -3.37  0.187
H8 -5.13 1.81 -1.62  0.192
H9 -3.44 0.25 -0.77  0.229
H10 1.17 -2.19 -1.56  0.249
H11 2.20 -3.53 -3.36  0.202
H12 1.78 -2.93 -5.74  0.187
H13 0.32 -1.01 -6.27  0.186
H14 -0.73 0.29 -4.47  0.211
C20 -0.06 0.00 5.01  -0.262
O2 0.45 -1.11 4.28  -0.840
P2 1.45 -0.85 3.00  1.643
O3 1.79 -2.44 2.86  -0.851
C21 1.39 -3.30 1.80  -0.246
O4 2.77 -0.48 3.96  -0.852
C22 3.82 0.26 3.38  -0.253
H15 -0.58 -0.40 5.88  0.158
H16 -0.76 0.57 4.39  0.217
H17 0.74 0.66 5.34  0.159
H18 2.28 -3.79 1.40  0.171
H19 0.89 -2.75 1.01  0.212
H20 0.70 -4.06 2.19  0.157
H21 4.36 0.76 4.19  0.148
H22 3.44 1.00 2.68  0.182
H23 4.51 -0.39 2.83  0.187
I1 3.44 -0.64 -0.22  -0.804
C23 3.53 3.17 0.84  -0.678
C24 2.12 3.22 1.32  0.351
N1 1.13 2.44 0.98  -0.459
C25 0.01 2.94 1.59  -0.069
C26 0.32 4.04 2.33  -0.142
N2 1.68 4.22 2.15  -0.548
H24 3.68 2.22 0.32  0.293
H25 4.24 3.23 1.67  0.203
H26 3.73 3.99 0.15  0.202
H27 -0.95 2.45 1.48  0.243
H28 -0.27 4.69 2.95  0.194
H29 2.24 4.93 2.57  0.393